This record from OMol25 describes a 5-piece molecular cluster, C31H63BrClN2O7 overall. The level of theory is ωB97M-V/def2-TZVPD.

Atoms and positions in Å:
C (-3.236, -0.311, -0.709)
C (-2.047, 0.115, -1.518)
O (-1.999, 1.156, -2.127)
N (-0.953, -0.843, -1.544)
C (-0.723, -1.215, -2.957)
C (0.258, -0.214, -0.973)
C (0.560, -0.688, 0.460)
C (1.961, -1.289, 0.686)
C (2.824, -0.529, 1.704)
C (2.890, 0.962, 1.463)
C (2.827, 1.482, 0.163)
C (2.870, 2.832, -0.090)
C (2.967, 3.717, 0.965)
O (3.027, 5.020, 0.851)
C (2.025, 5.699, 0.041)
C (0.605, 5.179, 0.184)
C (0.101, 5.207, 1.622)
O (-0.126, 6.019, -0.696)
N (3.067, 3.215, 2.227)
Cl (3.274, 4.336, 3.474)
C (3.046, 1.865, 2.482)
Br (3.276, 1.301, 4.225)
H (-3.766, 0.581, -0.384)
H (-2.924, -0.905, 0.144)
H (-3.882, -0.906, -1.357)
H (-0.047, -2.065, -2.989)
H (-0.299, -0.387, -3.532)
H (-1.668, -1.489, -3.418)
H (0.135, 0.873, -0.983)
H (1.096, -0.447, -1.631)
H (-0.206, -1.401, 0.755)
H (0.441, 0.165, 1.134)
H (2.505, -1.399, -0.253)
H (1.857, -2.296, 1.086)
H (3.844, -0.917, 1.664)
H (2.429, -0.712, 2.701)
H (2.742, 0.798, -0.667)
H (2.823, 3.241, -1.087)
H (2.331, 5.698, -1.004)
H (2.046, 6.730, 0.383)
H (0.504, 4.163, -0.209)
H (0.207, 4.235, 2.106)
H (0.623, 5.953, 2.222)
H (-0.961, 5.444, 1.640)
H (-0.783, 6.519, -0.205)
C (-6.514, -5.401, -0.646)
C (-6.117, -3.938, -0.560)
O (-5.606, -3.401, -1.767)
C (-6.483, -3.427, -2.883)
C (-7.766, -2.644, -2.678)
H (-5.667, -6.009, -0.967)
H (-6.845, -5.753, 0.331)
H (-7.331, -5.563, -1.349)
H (-5.307, -3.820, 0.162)
H (-6.957, -3.336, -0.195)
H (-6.701, -4.459, -3.177)
H (-5.911, -2.983, -3.698)
H (-8.380, -3.056, -1.877)
H (-8.361, -2.656, -3.591)
H (-7.543, -1.605, -2.431)
C (8.786, 0.285, 3.538)
C (8.783, 0.328, 2.021)
O (7.539, -0.028, 1.435)
C (6.413, 0.732, 1.789)
C (6.504, 2.206, 1.420)
H (8.501, -0.706, 3.893)
H (9.783, 0.514, 3.912)
H (8.096, 1.011, 3.973)
H (9.490, -0.402, 1.629)
H (9.110, 1.310, 1.661)
H (6.197, 0.620, 2.860)
H (5.586, 0.269, 1.248)
H (7.316, 2.710, 1.944)
H (5.577, 2.719, 1.683)
H (6.673, 2.322, 0.349)
C (-7.287, 1.732, -1.503)
C (-7.532, 1.903, -2.993)
O (-8.716, 1.290, -3.463)
C (-9.929, 1.748, -2.891)
C (-10.199, 3.227, -3.104)
H (-7.261, 0.673, -1.238)
H (-6.332, 2.183, -1.231)
H (-8.062, 2.209, -0.901)
H (-6.728, 1.423, -3.552)
H (-7.512, 2.966, -3.262)
H (-9.969, 1.501, -1.824)
H (-10.705, 1.160, -3.380)
H (-9.452, 3.857, -2.619)
H (-11.172, 3.489, -2.687)
H (-10.202, 3.466, -4.168)
C (5.235, -5.353, 3.099)
C (4.361, -4.701, 2.043)
O (4.635, -3.324, 1.832)
C (5.952, -3.008, 1.403)
C (6.351, -3.641, 0.082)
H (5.140, -4.830, 4.052)
H (4.932, -6.390, 3.241)
H (6.289, -5.353, 2.818)
H (3.318, -4.734, 2.358)
H (4.425, -5.253, 1.099)
H (6.682, -3.254, 2.182)
H (5.962, -1.924, 1.303)
H (6.375, -4.730, 0.137)
H (7.346, -3.301, -0.202)
H (5.649, -3.361, -0.705)

The calculation puts the total energy at -133036.431 eV. As for the orbital gap: 6.871 eV. Its net charge is +1. Its maximum force is 0.51 eV Å⁻¹.

Results of the Löwdin charge analysis, in e, for atoms 1 through 2: C 0.02; C -0.48